Entry from the Open Molecules 2025 dataset: a cluster of 2 separate species, C4H9BNO2 in total at a distorted geometry (ωB97M-V with the def2-TZVPD basis set).

Properties
Max |F| in eV/A: 6.8
2S+1: 1
Calculated total energy in eV: -10553.6409
Kohn-Sham gap in eV: 5.47
Charge: -1

Atoms and positions in Å:
B -1.25 2.28 -0.23
N -2.40 1.55 0.44
C -3.44 1.90 -0.28
O -4.46 2.57 -0.59
H -0.56 1.71 -1.00
H -1.08 3.43 0.00
C 2.24 -1.54 -0.51
C 1.11 -0.60 -0.07
C 0.23 -1.32 0.98
O 0.35 -0.35 -1.14
H 1.87 -2.48 -0.95
H 2.90 -1.07 -1.24
H 2.87 -1.82 0.36
H 1.59 0.24 0.46
H -0.21 -2.24 0.59
H -0.58 -0.67 1.32
H 0.83 -1.59 1.86

Löwdin atomic charge list, values in e, 8 entries: -0.05 0.16 -0.23 0.03 0.01 0.02 -0.13 -0.74

Entry from the Open Molecules 2025 dataset: the molecule C4H9BO at a distorted geometry (ωB97M-V with the def2-TZVPD basis set).

Properties
Relative energy (zero: lowest compared OMol25 entry of this formula, charge and spin) in kJ/mol: 270.1
Max |F| in eV/A: 3.6
2S+1: 3
Calculated total energy in eV: -7011.5174
Kohn-Sham gap (alpha / beta) in eV: 5.65 / 8.25
Expectation value of S²: 2.008
Charge: 0

Atoms and positions in Å:
B 1.02 0.16 0.03
C 0.14 -1.09 0.15
C -1.32 -0.72 0.47
C -1.82 0.46 -0.50
C 2.30 0.93 0.07
O -0.91 1.50 -0.42
H -0.01 -1.70 -0.75
H 0.48 -1.94 0.77
H -2.03 -1.51 0.25
H -1.24 -0.49 1.48
H -1.96 0.07 -1.62
H -2.67 0.81 0.08
H 2.11 1.97 0.34
H 2.77 1.02 -1.08
H 3.12 0.54 0.73

Löwdin atomic charge list, values in e, 8 entries: -0.13 -0.22 -0.19 -0.24 -0.13 0.03 0.08 0.11

Entry from the Open Molecules 2025 dataset: the molecule C4H9BrN2 at a distorted geometry (ωB97M-V with the def2-TZVPD basis set).

Properties
Relative energy (zero: lowest compared OMol25 entry of this formula, charge and spin) in kJ/mol: 53.7
Max |F| in eV/A: 4.4
2S+1: 1
Calculated total energy in eV: -77313.9134
Kohn-Sham gap in eV: 9.48
Charge: 0

Atoms and positions in Å:
C 0.28 0.06 -1.39
C -1.09 -0.61 -1.11
C 0.13 0.77 -0.03
C -1.24 -0.22 0.31
N 1.50 -0.49 1.26
N 1.19 0.86 0.88
Br -3.01 0.27 1.15
H 1.18 -0.51 -1.63
H 0.18 0.80 -2.18
H -1.92 -0.27 -1.76
H -1.02 -1.72 -1.34
H -0.28 1.75 -0.17
H -0.76 -0.99 0.96
H 1.42 -0.58 2.37
H 2.47 -0.62 1.07
H 0.97 1.48 1.62

Löwdin atomic charge list, values in e, 8 entries: -0.13 -0.27 -0.33 -0.61 -0.01 -0.10 0.53 0.11

Entry from the Open Molecules 2025 dataset: the molecule C4H9Cl2ISi at a distorted geometry (ωB97M-V with the def2-TZVPD basis set).

Properties
Relative energy (zero: lowest compared OMol25 entry of this formula, charge and spin) in kJ/mol: 0.0
Max |F| in eV/A: 4.4
2S+1: 1
Calculated total energy in eV: -45317.7746
Kohn-Sham gap in eV: 10.06
Charge: 0

Atoms and positions in Å:
C -1.76 0.99 -0.01
C 0.98 1.19 -1.75
C 0.97 -0.89 0.78
C -0.08 -1.93 0.83
Si 0.20 0.79 -0.10
Cl -0.56 -2.83 -0.67
Cl 0.33 -3.33 2.09
I 0.95 2.52 1.59
H -2.19 1.23 1.11
H -2.21 1.71 -0.68
H -2.03 -0.04 -0.25
H 2.08 1.15 -1.61
H 0.72 0.62 -2.67
H 0.49 2.29 -1.87
H 1.95 -1.15 0.24
H 1.21 -0.82 1.76
H -1.05 -1.50 1.21

Löwdin atomic charge list, values in e, 8 entries: -0.25 -0.26 -0.38 -1.06 0.22 0.52 0.42 0.39

Entry from the Open Molecules 2025 dataset: the ion C4H9ClF3N4O with charge +1 at a distorted geometry (ωB97M-V with the def2-TZVPD basis set).

Properties
Max |F| in eV/A: 5.1
2S+1: 1
Calculated total energy in eV: -32959.4087
Kohn-Sham gap (alpha / beta) in eV: 7.67 / 8.85
Charge: +1

Atoms and positions in Å:
C -0.29 -1.45 0.82
C 0.08 1.36 -0.39
C -2.04 0.08 0.09
C 2.95 1.18 -0.03
N 0.79 0.18 -0.77
N -1.27 -0.58 1.07
N -1.32 1.15 -0.65
N -0.33 -2.26 -0.40
O 2.06 0.25 -0.75
F 0.31 1.56 0.96
F -2.13 -1.01 2.32
F -2.02 2.31 -0.67
Cl -2.83 -1.14 -1.13
H 0.23 -1.74 1.76
H 0.27 2.23 -0.95
H -2.92 0.43 0.68
H 3.96 0.88 -0.23
H 2.75 1.21 1.00
H 2.72 2.26 -0.54
H 0.45 -2.78 -0.26
H -0.06 -1.61 -1.20
H -1.37 -2.50 -0.73

Löwdin atomic charge list, values in e, 8 entries: -0.08 -0.33 -0.47 0.03 0.03 -0.05 -0.06 0.15

Entry from the Open Molecules 2025 dataset: the molecule C4H9ClF3NSSi at a distorted geometry (ωB97M-V with the def2-TZVPD basis set).

Properties
Max |F| in eV/A: 5.8
2S+1: 3
Calculated total energy in eV: -45168.2281
Kohn-Sham gap (alpha / beta) in eV: 6.44 / 7.19
Expectation value of S²: 2.011
Charge: 0

Atoms and positions in Å:
C -1.06 1.50 -0.90
C 0.59 -0.90 -2.19
C -2.04 -1.41 -0.41
C 2.25 0.70 2.38
N 0.59 -0.39 0.66
F 2.32 1.04 3.65
F 3.42 0.24 1.96
F 2.00 1.86 1.70
Si -0.46 -0.36 -0.76
S 0.87 -0.66 2.06
Cl -0.49 0.36 3.29
H -0.89 2.06 -1.88
H -2.09 1.59 -0.85
H -0.58 2.15 -0.09
H 0.35 -1.94 -2.50
H 0.25 -0.32 -3.09
H 1.80 -0.79 -2.03
H -1.69 -2.37 0.03
H -2.50 -0.80 0.31
H -2.63 -1.57 -1.36

Löwdin atomic charge list, values in e, 8 entries: -0.16 -0.21 -0.17 -0.77 -0.44 0.09 0.12 0.08

Entry from the Open Molecules 2025 dataset: a structure of composition C4H9ClN2 at a distorted geometry (ωB97M-V with the def2-TZVPD basis set).

Properties
Relative energy (zero: lowest compared OMol25 entry of this formula, charge and spin) in kJ/mol: 299.2
Max |F| in eV/A: 5.6
2S+1: 1
Calculated total energy in eV: -19792.8269
Kohn-Sham gap in eV: 9.52
Charge: 0

Atoms and positions in Å:
C 1.05 -1.66 0.06
C 0.10 -0.53 0.47
C -1.42 -0.73 0.40
C -0.77 0.05 -0.69
H 3.06 -1.80 0.08
H 2.50 -0.47 -0.82
H 0.65 -2.17 -0.86
H 1.32 -2.34 0.93
H -0.30 0.22 2.52
H 1.79 -0.02 1.70
H -2.04 -0.13 1.11
H -1.86 -1.65 0.02
H -0.80 -0.45 -1.64
N 2.36 -1.10 0.00
N 0.57 0.38 1.49
Cl -1.09 1.83 -0.88

Löwdin atomic charge list, values in e, 8 entries: -0.25 -0.59 -0.13 -0.61 0.06 0.11 0.13 0.14

Entry from the Open Molecules 2025 dataset: a cluster of 2 separate species, C4H9ClN2 in total at a distorted geometry (ωB97M-V with the def2-TZVPD basis set).

Properties
Relative energy (zero: lowest compared OMol25 entry of this formula, charge and spin) in kJ/mol: 207.2
Max |F| in eV/A: 5.8
2S+1: 1
Calculated total energy in eV: -19793.7805
Kohn-Sham gap in eV: 10.00
Charge: 0

Atoms and positions in Å:
C 0.47 -0.11 -0.20
C -1.33 -0.37 -1.96
C -0.38 0.57 -1.24
C 1.59 0.01 1.88
N 0.67 0.40 0.91
N 1.09 0.32 3.08
Cl 2.20 -1.73 1.71
H 1.09 -0.91 -0.80
H -0.83 -1.04 -2.68
H -1.85 -1.00 -1.26
H -2.02 0.07 -2.50
H 0.38 0.91 -1.97
H -1.07 1.33 -0.82
H 2.93 0.78 1.83
H 0.23 -0.08 3.20
H 1.57 0.15 3.92

Löwdin atomic charge list, values in e, 8 entries: -0.21 -0.11 -0.22 -0.86 0.02 0.01 0.47 0.15

Entry from the Open Molecules 2025 dataset: a structure of composition C4H9FGaO2 at a distorted geometry (ωB97M-V with the def2-TZVPD basis set).

Properties
Relative energy (zero: lowest compared OMol25 entry of this formula, charge and spin) in kJ/mol: 0.0
Max |F| in eV/A: 3.9
2S+1: 1
Calculated total energy in eV: -63471.8288
Kohn-Sham gap in eV: 8.71
Charge: +1

Atoms and positions in Å:
F 2.35 1.43 0.65
C -0.91 2.68 0.54
O -1.83 1.56 0.55
C -1.78 0.73 -0.58
C -0.73 -0.37 -0.52
O 0.59 0.13 -0.69
H -0.90 3.04 1.59
H -1.39 3.50 -0.04
H -1.64 1.33 -1.50
H -2.76 0.23 -0.66
H -0.92 -1.09 -1.33
H -0.84 -0.91 0.44
Ga 0.87 1.90 -0.14
C 1.99 -0.71 0.01
H 2.91 -0.34 -0.47
H 2.26 -1.72 -0.31
H 1.43 -1.13 0.85

Löwdin atomic charge list, values in e, 8 entries: -0.23 -0.14 -0.18 -0.22 -0.18 -0.23 0.10 0.09

Entry from the Open Molecules 2025 dataset: a cluster of 2 separate species, C4H9FN in total at a distorted geometry (ωB97M-V with the def2-TZVPD basis set).

Properties
Relative energy (zero: lowest compared OMol25 entry of this formula, charge and spin) in kJ/mol: 502.9
Max |F| in eV/A: 3.5
2S+1: 1
Calculated total energy in eV: -8489.5451
Kohn-Sham gap (alpha / beta) in eV: 5.43 / 10.12
Charge: +1

Atoms and positions in Å:
C 2.50 -0.13 1.74
C 1.82 0.83 1.09
C -1.85 -0.69 -0.19
C 1.01 0.33 0.07
N -2.24 -0.23 -1.46
F 0.42 1.27 -0.68
H 3.32 0.05 2.43
H 2.38 -1.10 1.24
H 1.88 1.96 1.15
H -1.20 -1.45 -0.12
H -1.89 0.03 0.54
H 0.94 -0.62 -0.35
H -2.21 0.83 -1.49
H -3.26 -0.54 -1.79
H -1.61 -0.55 -2.19

Löwdin atomic charge list, values in e, 8 entries: 0.04 -0.15 0.08 -0.18 0.12 -0.01 0.08 0.07

Entry from the Open Molecules 2025 dataset: a structure of composition C4H9FN2 at a distorted geometry (ωB97M-V with the def2-TZVPD basis set).

Properties
Relative energy (zero: lowest compared OMol25 entry of this formula, charge and spin) in kJ/mol: 363.0
Max |F| in eV/A: 6.5
2S+1: 1
Calculated total energy in eV: -9988.0023
Kohn-Sham gap in eV: 9.63
Charge: 0

Atoms and positions in Å:
C -0.71 -0.28 -0.34
C -1.04 1.23 -0.43
C 0.34 0.08 0.65
C 1.90 -0.39 0.48
H -2.15 -1.87 -0.99
H -1.18 -2.08 0.51
H -0.27 -0.65 -1.24
H -1.06 1.97 -1.20
H -1.99 1.39 0.08
H 0.86 1.68 -0.44
H -0.02 0.20 1.70
H 2.61 0.14 1.01
H 1.94 -1.44 0.81
N -1.79 -1.18 0.03
N 0.23 1.52 0.28
F 2.31 -0.32 -0.90

Löwdin atomic charge list, values in e, 8 entries: -0.44 -0.14 -0.25 -0.07 0.18 0.14 0.12 0.10

Entry from the Open Molecules 2025 dataset: a structure of composition C4H9FN2S at a distorted geometry (ωB97M-V with the def2-TZVPD basis set).

Properties
Relative energy (zero: lowest compared OMol25 entry of this formula, charge and spin) in kJ/mol: 612.6
Max |F| in eV/A: 5.3
2S+1: 1
Calculated total energy in eV: -20820.7709
Kohn-Sham gap in eV: 8.62
Charge: 0

Atoms and positions in Å:
C 1.34 -0.11 1.41
C 0.49 0.00 -0.99
C -0.95 -0.80 -0.64
C -2.09 -0.09 0.14
H 0.23 -0.23 2.05
H 1.93 -1.09 1.34
H 1.83 0.71 1.97
H 3.28 1.96 0.03
H 0.22 -0.64 -2.65
H -0.97 -1.73 0.03
H -1.43 -1.17 -1.52
H -2.24 1.27 -0.13
H -1.94 -0.05 1.32
N 0.98 0.63 0.09
N 0.77 0.10 -2.21
F -2.95 -1.12 -0.13
S 1.53 2.36 -0.11

Löwdin atomic charge list, values in e, 8 entries: -0.09 -0.53 -0.12 -0.26 0.13 0.10 0.03 0.04

Entry from the Open Molecules 2025 dataset: the molecule C4H9FN2S at a distorted geometry (ωB97M-V with the def2-TZVPD basis set).

Properties
Relative energy (zero: lowest compared OMol25 entry of this formula, charge and spin) in kJ/mol: 139.9
Max |F| in eV/A: 3.6
2S+1: 1
Calculated total energy in eV: -20825.6705
Kohn-Sham gap in eV: 9.73
Charge: 0

Atoms and positions in Å:
C 0.01 -0.58 1.25
C -0.10 0.06 -0.11
C 1.27 0.62 -0.58
C -1.16 1.12 -0.15
H -1.02 -0.99 1.49
H 0.77 -1.34 1.29
H 0.27 0.21 1.98
H 1.41 1.45 0.14
H 1.16 1.16 -1.55
H 2.11 -1.14 -1.19
H 2.55 -0.60 0.26
H -0.89 2.19 -0.01
H -2.50 -1.50 -0.47
N 2.30 -0.28 -0.67
N -2.43 1.00 -0.28
F -0.41 -0.97 -1.02
S -3.34 -0.42 -0.39

Löwdin atomic charge list, values in e, 8 entries: -0.02 -0.52 -0.28 -0.20 0.10 0.07 0.11 0.13

Entry from the Open Molecules 2025 dataset: a cluster of 2 separate species, C4H9FNO2 in total at a distorted geometry (ωB97M-V with the def2-TZVPD basis set).

Properties
Relative energy (zero: lowest compared OMol25 entry of this formula, charge and spin) in kJ/mol: 83.8
Max |F| in eV/A: 4.5
2S+1: 1
Calculated total energy in eV: -12593.7119
Kohn-Sham gap in eV: 6.84
Charge: -1

Atoms and positions in Å:
C -0.78 1.14 -0.68
C 0.88 -0.55 -1.51
C -1.05 -0.94 1.60
C 0.10 -0.07 -0.28
N 1.04 0.41 0.93
O 1.89 -0.43 1.24
O -0.75 -1.07 0.21
F 1.91 1.78 0.12
H -0.10 2.10 -0.80
H -1.46 1.39 0.18
H -1.47 0.99 -1.44
H 1.62 0.23 -1.73
H 0.28 -0.67 -2.42
H 1.33 -1.50 -1.28
H -0.45 -0.24 2.03
H -0.92 -1.90 2.11
H -2.06 -0.67 1.71

Löwdin atomic charge list, values in e, 8 entries: -0.05 -0.04 -0.10 -0.57 -0.15 -0.14 -0.13 -0.43

Entry from the Open Molecules 2025 dataset: the molecule C4H9FS at a distorted geometry (ωB97M-V with the def2-TZVPD basis set).

Properties
Relative energy (zero: lowest compared OMol25 entry of this formula, charge and spin) in kJ/mol: 147.9
Max |F| in eV/A: 3.5
2S+1: 1
Calculated total energy in eV: -17845.4290
Kohn-Sham gap in eV: 10.01
Charge: 0

Atoms and positions in Å:
C -2.08 -0.15 -0.07
C -0.61 -0.54 0.18
C 0.27 0.50 -0.43
C 1.62 0.77 0.16
H -2.35 0.89 0.25
H -2.24 -0.37 -1.14
H -2.77 -0.84 0.49
H -0.39 -0.67 1.23
H 0.35 0.33 -1.50
H -0.48 1.38 -0.56
H 1.33 1.14 1.30
H 2.16 1.51 -0.47
H 2.63 -1.41 0.96
F -0.24 -1.82 -0.22
S 2.81 -0.71 -0.18

Löwdin atomic charge list, values in e, 8 entries: -0.05 -0.43 -0.32 -0.48 0.09 0.09 0.09 0.13